one:
This record from OMol25 describes a cluster of 4 separate species, C4H18NO3 in total. The level of theory is the ωB97M-V functional and the def2-TZVPD basis.

Geometry as ORCA input:
```
! wB97M-V def2-TZVPD RIJCOSX def2/J DEFGRID3
* xyz 1 1
C -0.5341 -2.4117 0.7833
C 0.1019 -1.4468 -0.2276
C -0.9034 -0.8223 -1.1906
C -0.2317 -0.0233 -2.3141
N 0.6554 -0.2503 0.5686
H 0.1343 -3.2711 0.7285
H -1.5157 -2.7289 0.4549
H -0.5965 -2.0970 1.8225
H 0.9481 -1.8782 -0.7520
H -1.5629 -1.6492 -1.4462
H -1.5962 -0.1940 -0.6277
H -0.2015 1.0348 -2.1015
H 0.8106 -0.3666 -2.3603
H -0.5888 -0.3226 -3.2943
H 1.4307 -0.5824 1.1360
H 1.0814 0.4357 -0.0497
H -0.1160 0.1900 1.0656
H 0.8577 3.6701 -1.4150
H 2.2817 3.8757 -1.8037
O 1.4468 3.6206 -2.1675
H -2.8252 0.9024 1.8283
H -2.9083 2.1373 0.9710
O -2.6602 1.2081 0.9289
H 2.5831 0.9838 2.9188
H 1.9910 -0.3054 3.6460
O 1.9177 0.2912 2.8978
*
```

- HOMO level (eV) = -14.44
- M (g/mol) = 128.2

two:
This record from OMol25 describes a cluster of 4 separate species, C4H18NO3 in total. The level of theory is the ωB97M-V functional and the def2-TZVPD basis.

Geometry as ORCA input:
```
! wB97M-V def2-TZVPD RIJCOSX def2/J DEFGRID3
* xyz 1 1
C 0.3742 -0.1510 0.5978
C 0.6614 1.2108 -0.0756
C 0.6934 1.1644 -1.5634
C -0.4813 1.6598 -2.3510
N -0.9552 -0.7939 0.1928
H 1.1990 -0.8724 0.2086
H 0.4582 -0.2646 1.6375
H -0.0729 1.9671 0.2683
H 1.5272 1.7436 0.3910
H 1.6262 1.6418 -1.9134
H 0.9041 0.1020 -1.8911
H -1.0289 0.8500 -2.7992
H -0.1939 2.3593 -3.0345
H -1.2840 2.0913 -1.7276
H -0.9079 -1.0783 -0.8701
H -1.9278 -0.3437 0.3599
H -1.0811 -1.7305 0.6823
H -0.4394 -4.4785 0.5332
H 0.8555 -3.6890 0.3675
O -0.1291 -3.6041 0.2809
H 3.9704 0.3721 1.6820
H 3.6698 1.3396 2.8253
O 3.2860 0.9469 2.1009
H -3.9964 -0.6845 0.8815
H -3.4717 0.3584 2.0097
O -3.2556 -0.1167 1.2069
*
```

- HOMO level (eV) = -14.36
- M (g/mol) = 128.2

How do the energies compare? Relative to the most stable structure, in hartree: one 0.0000; two 0.0164.

one:
This record from OMol25 describes a structure of composition C13H52O13. The level of theory is the ωB97M-V functional and the def2-TZVPD basis.

Geometry as ORCA input:
```
! wB97M-V def2-TZVPD RIJCOSX def2/J DEFGRID3
* xyz 0 1
C 13.9191 16.3434 -25.7037
O 13.7329 17.6187 -25.0805
H 13.1721 16.1841 -26.4814
H 14.7892 16.3118 -26.3595
H 13.9338 15.5898 -24.9163
H 12.7989 17.6997 -24.8740
C 16.6543 17.2043 -22.3489
O 17.5288 16.4778 -21.5233
H 17.0822 18.1772 -22.5904
H 16.4330 16.6141 -23.2382
H 15.7245 17.4856 -21.8545
H 17.2407 15.5636 -21.4695
C 13.3760 19.3455 -20.1733
O 12.5613 18.2503 -19.8446
H 13.8698 19.8114 -19.3206
H 14.1576 19.0063 -20.8530
H 12.8047 20.1635 -20.6122
H 12.5353 18.1557 -18.8896
C 14.7236 17.0177 -20.2265
O 14.9724 15.6460 -20.6189
H 15.5832 17.6658 -20.0556
H 14.1215 17.5608 -20.9549
H 14.1773 17.0948 -19.2864
H 15.6297 15.2503 -20.0418
C 13.6510 15.4669 -22.8389
O 13.7043 14.6267 -21.7135
H 14.6842 15.4863 -23.1857
H 13.0189 15.0077 -23.5989
H 13.2814 16.4589 -22.5793
H 14.2337 15.0657 -21.0437
C 18.0272 20.4848 -22.1394
O 16.6202 20.3449 -22.3521
H 18.1313 21.3415 -21.4735
H 18.4496 19.5457 -21.7821
H 18.5252 20.7405 -23.0747
H 16.6160 19.9097 -23.2077
C 18.0991 19.4224 -24.8676
O 17.0034 19.2757 -24.0168
H 18.7338 20.2638 -24.5896
H 18.7174 18.5248 -24.8556
H 17.8177 19.5131 -25.9167
H 16.3163 18.7221 -24.3950
C 14.3708 18.9060 -23.1498
O 14.2072 20.0164 -22.2346
H 14.2935 17.9926 -22.5600
H 13.6750 18.8165 -23.9840
H 15.3349 19.0107 -23.6474
H 14.6886 19.8433 -21.4223
C 12.1933 20.5008 -25.1557
O 12.0663 21.7002 -25.9486
H 13.2282 20.1589 -25.1445
H 12.0301 20.9055 -24.1568
H 11.4339 19.8102 -25.5225
H 12.4246 22.4662 -25.4942
C 14.8183 22.3989 -22.6494
O 13.5918 21.7375 -22.9092
H 14.6520 23.4230 -22.3152
H 15.2152 21.8323 -21.8071
H 15.5976 22.3616 -23.4106
H 13.7379 20.7909 -22.8438
C 16.0916 19.8174 -19.4754
O 15.6414 19.6395 -20.7796
H 15.5711 19.1492 -18.7894
H 17.1454 19.5479 -19.4062
H 15.8984 20.8669 -19.2532
H 16.2543 20.0002 -21.4245
C 11.4851 19.1035 -22.5091
O 11.1862 18.3821 -21.3075
H 11.7398 20.1330 -22.2575
H 12.2789 18.7114 -23.1451
H 10.5473 19.1716 -23.0604
H 11.8855 18.5910 -20.6838
C 16.6094 17.4811 -25.7983
O 15.6179 18.1586 -24.9444
H 17.5087 17.1857 -25.2579
H 16.1237 16.5946 -26.2062
H 16.9321 18.0153 -26.6920
H 14.7731 17.7054 -24.8936
*
```

- HOMO level (eV) = -8.05
- M (g/mol) = 416.5

two:
This record from OMol25 describes a cluster of 13 separate species, C13H52O13 in total. The level of theory is the ωB97M-V functional and the def2-TZVPD basis.

Geometry as ORCA input:
```
! wB97M-V def2-TZVPD RIJCOSX def2/J DEFGRID3
* xyz 0 1
C 1.7150 4.3109 -0.4556
O 2.9386 4.4945 -1.1929
H 1.9175 4.1817 0.6076
H 1.0151 5.0982 -0.7355
H 1.2814 3.4138 -0.8974
H 3.6546 4.2351 -0.6084
C -3.0094 -0.1737 1.8069
O -2.9645 -0.9581 0.5799
H -2.3006 -0.5084 2.5642
H -2.8379 0.8472 1.4658
H -4.0763 -0.2226 2.0249
H -3.6216 -0.5899 -0.0153
C 0.4850 0.3498 -0.0737
O -0.5811 -0.2744 -0.9307
H 0.0811 1.1746 0.5134
H 0.5034 -0.3844 0.7317
H 1.4388 0.5045 -0.5780
H -1.3675 -0.2355 -0.3814
C -0.5472 -2.8988 2.8253
O 0.2825 -4.1112 2.7822
H -0.8466 -2.6564 3.8450
H -0.0031 -2.0451 2.4211
H -1.4493 -3.1778 2.2808
H 1.0936 -4.0262 3.2886
C -4.3022 1.1214 -2.0511
O -4.6161 -0.0138 -1.2832
H -4.1298 0.9392 -3.1118
H -4.9234 1.9867 -1.8199
H -3.3444 1.5011 -1.6954
H -4.8540 -0.6779 -1.9344
C 3.0496 1.8885 -3.2274
O 3.6376 3.2505 -3.4405
H 1.9607 1.8535 -3.2600
H 3.3167 1.2362 -4.0588
H 3.4653 1.5071 -2.2948
H 3.4125 3.7625 -2.6603
C -2.5563 -1.7920 -4.0198
O -2.0263 -0.6247 -3.4692
H -3.6042 -1.9355 -3.7563
H -2.3582 -1.8071 -5.0915
H -2.0208 -2.7012 -3.7466
H -1.8003 -0.8142 -2.5556
C -0.3998 0.7410 4.3133
O -1.3634 -0.0697 5.0155
H 0.5775 0.2599 4.2731
H -0.6616 0.8308 3.2590
H -0.1489 1.6411 4.8745
H -1.1679 -0.1725 5.9497
C -1.6144 4.3104 2.2274
O -0.8907 5.3208 2.8613
H -2.3312 3.8770 2.9248
H -2.1975 4.7676 1.4280
H -1.0263 3.4363 1.9480
H 0.0271 5.0464 2.9231
C 3.5733 0.5111 2.8359
O 3.9941 1.7322 3.4161
H 4.2115 0.0612 2.0754
H 3.6103 -0.1361 3.7122
H 2.6031 0.5577 2.3413
H 4.9116 1.6695 3.6915
C -1.3801 -3.6441 -0.8551
O -1.3819 -4.6487 0.1623
H -2.3109 -3.0926 -0.7222
H -0.5368 -2.9535 -0.8641
H -1.5047 -4.1199 -1.8278
H -0.7765 -4.3641 0.8508
C 2.8469 -2.8486 -0.4905
O 4.0533 -2.1438 -0.1839
H 2.1715 -2.1128 -0.9269
H 3.0169 -3.5865 -1.2746
H 2.5001 -3.3323 0.4227
H 4.6109 -2.6919 0.3731
C 1.2984 -1.8712 -3.8293
O 0.6083 -0.7163 -4.2994
H 0.9731 -2.8121 -4.2732
H 2.3667 -1.6936 -3.9525
H 0.9153 -1.9970 -2.8166
H -0.2852 -0.7840 -3.9551
*
```

- HOMO level (eV) = -9.45
- M (g/mol) = 416.5

three:
This record from OMol25 describes a cluster of 13 separate species, C13H52O13 in total. The level of theory is the ωB97M-V functional and the def2-TZVPD basis.

Geometry as ORCA input:
```
! wB97M-V def2-TZVPD RIJCOSX def2/J DEFGRID3
* xyz 0 1
C -4.2333 -2.2263 24.9666
O -4.4807 -1.7621 23.6529
H -3.6481 -1.5236 25.5636
H -5.2034 -2.3702 25.4415
H -3.7059 -3.1854 25.0240
H -3.6457 -1.5440 23.2305
C -0.9127 -2.3801 29.8272
O 0.1582 -1.9743 28.9297
H -0.5724 -3.3198 30.2612
H -0.9986 -1.5926 30.5742
H -1.8510 -2.4971 29.2972
H 0.9886 -2.0170 29.4072
C -6.8466 -0.6634 27.7805
O -7.7111 0.3343 28.3027
H -7.4043 -1.1960 27.0008
H -5.8978 -0.3211 27.3670
H -6.7008 -1.4704 28.5057
H -7.7374 0.2468 29.2566
C -0.7359 -3.9737 26.2527
O -1.0852 -2.6111 26.5209
H -0.0447 -4.0280 25.4138
H -0.2623 -4.3676 27.1565
H -1.6512 -4.5443 26.0956
H -0.6714 -2.3495 27.3577
C -8.1293 -4.0517 30.2001
O -6.9538 -4.8706 30.0898
H -8.9990 -4.6398 29.9115
H -8.2470 -3.7105 31.2350
H -7.9521 -3.1286 29.6546
H -7.1139 -5.6646 30.6061
C -2.6663 0.8310 26.4265
O -2.4825 -0.2316 27.3492
H -3.6947 1.1954 26.4962
H -2.0881 1.7070 26.7338
H -2.4682 0.5542 25.3934
H -1.9897 -0.9484 26.9249
C -4.1300 -3.2456 28.7361
O -5.2562 -3.8489 28.1172
H -3.4456 -4.0154 29.1159
H -3.5390 -2.6625 28.0281
H -4.5030 -2.5988 29.5340
H -5.8080 -4.1712 28.8466
C -4.1885 -7.1916 30.2647
O -3.1186 -7.5213 31.1256
H -5.1172 -7.6656 30.6049
H -4.3503 -6.1128 30.2362
H -4.0334 -7.4535 29.2115
H -2.9962 -8.4735 31.0737
C -2.6041 -3.9289 32.4530
O -3.1737 -3.9475 31.1655
H -3.1567 -3.3108 33.1646
H -2.6407 -4.9187 32.9191
H -1.5901 -3.5180 32.4529
H -2.8080 -4.6759 30.6578
C -3.3913 0.1237 30.5553
O -2.7041 1.0887 29.7844
H -3.9775 0.6339 31.3231
H -4.1115 -0.4122 29.9276
H -2.7471 -0.5809 31.0912
H -2.3475 0.6106 29.0128
C -8.1229 -4.2951 25.7847
O -8.6354 -3.4022 24.8114
H -7.1051 -3.9688 26.0353
H -8.7052 -4.2340 26.7051
H -8.0429 -5.3471 25.4934
H -7.9317 -3.2011 24.1905
C -7.5921 -7.1040 27.7089
O -7.7083 -7.7927 26.4797
H -7.1782 -7.7538 28.4893
H -6.9332 -6.2525 27.5406
H -8.5386 -6.6892 28.0754
H -8.4546 -8.3965 26.5207
C -6.3024 -2.7378 32.1524
O -7.5645 -2.1920 31.8103
H -6.3507 -3.6799 32.7046
H -5.7703 -2.9609 31.2263
H -5.6698 -2.0767 32.7487
H -8.2642 -2.6830 32.2437
*
```

- HOMO level (eV) = -9.68
- M (g/mol) = 416.5

How do the energies compare? Relative to the most stable structure, in hartree: one 0.8927; two 0.0201; three 0.0000.

one:
This record from OMol25 describes a cluster of 2 separate species, C6H16NO2 in total. The level of theory is the ωB97M-V functional and the def2-TZVPD basis.

Geometry as ORCA input:
```
! wB97M-V def2-TZVPD RIJCOSX def2/J DEFGRID3
* xyz 1 1
C -0.3140 1.8492 0.8834
C 1.3317 -0.9143 0.3523
C -0.5921 -0.9128 1.9406
C -0.7968 -1.8286 -0.2746
C -0.5055 0.6347 0.0339
C 0.5942 1.1337 -1.6517
N -0.1099 -0.7251 0.5188
O 0.0172 2.2633 -2.0326
O 0.4886 0.0595 -2.4250
H 0.5186 1.6309 1.6966
H -1.2842 2.1598 1.3268
H -0.0734 2.8907 0.2933
H 1.7322 -0.9152 -0.6938
H 1.8752 -0.0865 0.9469
H 1.7474 -1.9345 0.6484
H -1.4665 -0.3562 2.2675
H -0.8529 -1.9822 2.0090
H 0.3115 -0.6601 2.6781
H -1.9452 -1.7756 -0.0319
H -0.7451 -1.5717 -1.3804
H -0.4396 -2.7640 -0.0210
H -1.5887 0.5304 -0.3266
H 1.5139 1.5017 -1.4153
H -0.7573 2.1485 -2.6849
H 1.3407 -0.3757 -2.6580
*
```

- HOMO level (eV) = -12.57
- M (g/mol) = 134.2

two:
This record from OMol25 describes a cluster of 3 separate species, C6H16NO2 in total. The level of theory is the ωB97M-V functional and the def2-TZVPD basis.

Geometry as ORCA input:
```
! wB97M-V def2-TZVPD RIJCOSX def2/J DEFGRID3
* xyz 1 1
C 0.6846 -3.7606 -1.9183
C 0.7718 -2.3971 -1.2527
C -0.5729 -1.5572 -1.0471
C -0.1846 -0.1515 -1.0848
C -0.4938 0.6035 0.0222
N -0.5238 1.9953 0.4140
C -0.5065 2.9325 -0.4837
H 0.3172 -3.8797 -2.8843
H 0.2329 -4.5141 -1.2086
H 1.7281 -4.2334 -2.0519
H 1.3791 -1.7231 -1.9011
H 1.0623 -2.3487 -0.2377
H -1.1605 -1.8610 -0.1384
H -1.2064 -1.9332 -1.9712
H 0.3557 0.1802 -2.0591
H -1.0043 0.0434 0.8834
H -0.4655 2.1555 1.4787
H -0.5708 2.7257 -1.5868
H -0.3804 4.0073 -0.2076
H 0.2492 3.9093 3.0380
H 0.6831 4.5230 1.8022
O 0.0435 4.0681 2.1835
H 0.6196 0.2636 3.3166
H -0.8900 0.2308 3.6416
O -0.1675 0.7214 3.2529
*
```

- HOMO level (eV) = -13.14
- M (g/mol) = 134.2

How do the energies compare? Relative to the most stable structure, in hartree: one 0.0349; two 0.0000.

one:
This record from OMol25 describes the molecule C10H12N4. The level of theory is the ωB97M-V functional and the def2-TZVPD basis.

Geometry as ORCA input:
```
! wB97M-V def2-TZVPD RIJCOSX def2/J DEFGRID3
* xyz 0 1
C -1.6012 1.9665 0.5796
C 0.1905 -2.3334 0.2086
C -0.2386 0.1861 0.1928
C 1.0398 -0.3094 0.1824
C -1.3855 -0.6554 -0.0746
C -2.5758 2.0437 -0.1624
C 2.2473 1.2107 -1.1768
C 3.4250 -0.0618 0.7233
C -3.7837 -0.9177 -0.1480
C 2.1420 0.6574 0.2476
N 1.2602 -1.5833 0.1897
N -1.0593 -1.9718 0.0754
N -0.5598 1.3171 0.8055
N -2.5746 -0.1646 -0.1954
H 0.3483 -3.4411 0.1928
H -3.5058 2.5106 -0.3574
H 2.2281 2.2453 -0.9687
H 1.3152 0.9339 -1.7002
H 3.0463 0.8910 -1.8224
H 4.1621 0.2215 0.0792
H 3.1941 -1.1572 0.7202
H 3.5383 0.3276 1.7953
H -4.3788 -1.0276 -1.0571
H -3.6789 -1.9690 0.1762
H -4.4590 -0.3480 0.6057
H 1.6636 1.4288 0.8887
*
```

- HOMO level (spin up / spin down) (eV) = -8.00 / -7.72
- SMILES = C#C/N=C1/C(C(C)C)=NC=N/C1=N\C
- M (g/mol) = 188.2

two:
This record from OMol25 describes the molecule C10H12N4. The level of theory is the ωB97M-V functional and the def2-TZVPD basis.

Geometry as ORCA input:
```
! wB97M-V def2-TZVPD RIJCOSX def2/J DEFGRID3
* xyz 0 1
C -2.1115 -0.5081 1.3843
C -3.1223 1.1871 0.3243
C -0.4242 -1.6332 -1.3834
C -1.2358 -0.6405 0.3651
C -1.3068 0.2273 -0.8644
C 1.5780 -0.4140 0.7061
C 0.8476 -1.7462 0.6084
C -0.0888 1.0594 -0.5011
C 1.3572 0.5044 -0.4736
C 2.3315 1.7298 -0.4751
N -3.0077 0.4932 1.4895
N -2.5012 1.0063 -0.7906
N -1.0736 -0.6786 -1.9056
N -0.4108 -1.6973 -0.0108
H -2.1117 -1.3924 2.0143
H -3.9091 1.9565 0.2754
H 0.0231 -2.4349 -1.9683
H 1.4195 0.0125 1.6893
H 2.6317 -0.6523 0.5754
H 1.3798 -2.5482 0.1038
H 0.8578 -1.8969 1.6174
H -0.1678 1.9662 0.1146
H 1.5245 0.0293 -1.4340
H 1.9277 2.5480 -1.0822
H 3.3079 1.4188 -1.0038
H 2.2849 2.1039 0.6250
*
```

- HOMO level (spin up / spin down) (eV) = -8.12 / -8.09
- M (g/mol) = 188.2

How do the energies compare? Relative to the most stable structure, in hartree: one 0.0651; two 0.0000.